(1)
Formula: C9H21Cl2O2P2Ti
Source: OMol25
Level of theory: the ωB97M-V functional and the def2-TZVPD basis

Multiplicity = 2
Orbital gap (alpha / beta) = 5.67 / 7.80 eV
E = -80492.434 eV
Charge = +2
LUMO energy (alpha / beta) = -8.810 / -8.818 eV

The geometry in XYZ format:
```
37
C9H21Cl2O2P2Ti (the ωB97M-V functional and the def2-TZVPD basis)
C -1.155 -4.578 -0.723
C -1.240 -3.736 0.414
H -1.543 -5.589 -0.469
H -0.102 -4.644 -1.055
H -1.694 -4.124 -1.580
O -1.252 -3.095 1.381
Cl 0.487 -1.037 -3.298
Ti 0.457 0.132 -1.398
P 2.080 -1.302 -0.170
C 1.977 -1.552 1.627
C 2.190 -3.023 -0.754
H 3.012 -3.527 -0.237
H 4.476 -1.259 0.212
H 2.376 -3.053 -1.833
H 4.082 -0.554 -1.380
H 1.136 -2.210 1.858
H 1.264 -3.568 -0.546
C 3.775 -0.612 -0.328
H 2.908 -2.014 1.970
H 3.815 0.399 0.096
H 1.838 -0.600 2.140
P -2.003 0.620 -1.287
C -2.939 0.890 0.248
C -2.310 2.151 -2.241
H -2.425 -1.239 -2.824
H -3.888 -0.236 -2.529
H -3.331 -1.405 -1.300
C -3.002 -0.694 -2.067
H -1.815 2.114 -3.220
H -3.395 2.265 -2.373
H -3.811 1.517 0.000
H -2.318 1.376 1.009
H -1.922 3.014 -1.682
H -3.289 -0.087 0.615
Cl 1.500 2.042 -1.786
O -0.004 1.070 1.757
C 0.151 0.666 0.666
```

List of Mulliken charges in e, atom by atom: -0.682 0.767 0.398 0.398 0.307 -0.092 -0.357 -0.359 1.223 -1.206 -0.649 0.438 0.437 0.469 0.392 0.238 -0.419 -1.333 0.414 0.350 0.464 1.190 -1.175 -1.365 0.347 0.386 0.296 -1.124 0.380 0.462 0.378 0.411 0.356 0.350 -0.352 -0.266 0.526

(2)
Formula: C14H16N2O2S
Source: OMol25
Level of theory: the ωB97M-V functional and the def2-TZVPD basis

Orbital gap = 9.12 eV
E = -32688.633 eV
Charge = 0
LUMO energy = 0.623 eV

The geometry in XYZ format:
```
35
C14H16N2O2S (the ωB97M-V functional and the def2-TZVPD basis)
C 4.456 0.623 1.077
O 3.195 0.004 0.877
C 2.799 -0.101 -0.409
O 3.460 0.307 -1.333
C 1.507 -0.749 -0.568
C 0.880 -1.060 -1.762
N -0.300 -1.655 -1.528
C -0.414 -1.711 -0.218
S -1.828 -2.301 0.620
C -3.038 -1.139 -0.153
C -2.478 0.242 -0.100
C -2.314 0.890 1.118
C -1.690 2.122 1.180
C -1.211 2.735 0.030
C -0.520 4.063 0.086
C -1.389 2.089 -1.188
C -2.012 0.858 -1.255
N 0.651 -1.178 0.423
C 0.815 -1.069 1.843
H 5.240 0.061 0.567
H 4.446 1.642 0.685
H 4.624 0.627 2.151
H 1.233 -0.883 -2.757
H -3.943 -1.255 0.442
H -3.204 -1.478 -1.173
H -2.664 0.414 2.024
H -1.567 2.609 2.137
H -1.142 4.830 -0.376
H 0.421 4.026 -0.461
H -0.319 4.358 1.113
H -1.022 2.551 -2.093
H -2.124 0.361 -2.207
H -0.097 -1.426 2.320
H 0.994 -0.029 2.117
H 1.661 -1.670 2.177
```

List of Mulliken charges in e, atom by atom: -0.688 -0.299 0.255 -0.617 0.686 -0.497 -0.550 0.294 -0.244 -1.180 0.478 -0.383 -0.711 1.000 -1.492 -0.713 -0.287 0.190 -0.890 0.297 0.303 0.231 0.472 0.515 0.373 0.412 0.328 0.326 0.342 0.356 0.391 0.349 0.400 0.263 0.292

(3)
Formula: C30H90N18O12
Source: OMol25
Level of theory: the ωB97M-V functional and the def2-TZVPD basis

Orbital gap = 9.14 eV
E = -83954.451 eV
Charge = 0
LUMO energy = -0.152 eV

The geometry in XYZ format:
```
150
C30H90N18O12 (the ωB97M-V functional and the def2-TZVPD basis)
C 19.188 -9.824 -8.218
O 19.390 -11.193 -8.175
C 20.671 -11.593 -8.716
C 20.896 -11.410 -10.232
C 20.005 -12.375 -11.067
N 22.340 -11.653 -10.578
H 18.632 -9.550 -7.322
H 18.467 -9.669 -9.021
H 19.950 -9.074 -8.429
H 21.383 -11.186 -7.999
H 20.906 -12.628 -8.467
H 20.673 -10.383 -10.521
H 20.199 -13.432 -10.890
H 20.179 -12.162 -12.122
H 18.929 -12.358 -10.894
H 22.625 -12.413 -9.978
H 22.894 -10.944 -10.119
C 7.236 -15.441 -18.895
O 6.161 -14.759 -18.152
C 6.653 -14.064 -17.010
C 5.448 -13.195 -16.566
C 4.639 -12.549 -17.662
N 5.917 -12.087 -15.740
H 7.732 -16.313 -18.469
H 8.043 -14.732 -19.076
H 6.855 -15.780 -19.858
H 7.003 -14.612 -16.135
H 7.403 -13.359 -17.369
H 4.733 -13.831 -16.045
H 4.139 -11.622 -17.381
H 3.794 -13.159 -17.982
H 5.225 -12.371 -18.563
H 6.490 -11.462 -16.288
H 5.138 -11.570 -15.358
C 9.261 -20.409 -10.887
O 9.849 -21.074 -9.850
C 9.259 -21.015 -8.586
C 9.593 -22.248 -7.633
C 9.213 -23.584 -8.369
N 8.774 -22.002 -6.371
H 8.420 -21.037 -11.181
H 9.837 -20.430 -11.813
H 8.899 -19.382 -10.823
H 9.535 -20.153 -7.978
H 8.196 -20.866 -8.775
H 10.662 -22.330 -7.440
H 9.537 -24.494 -7.865
H 9.803 -23.454 -9.277
H 8.129 -23.594 -8.480
H 9.013 -21.190 -5.821
H 7.896 -21.619 -6.693
C 13.798 -12.777 -12.942
O 12.979 -12.889 -11.797
C 12.113 -11.868 -11.571
C 10.807 -12.388 -10.859
C 9.984 -13.314 -11.765
N 9.825 -11.418 -10.560
H 13.226 -12.397 -13.788
H 14.168 -13.752 -13.259
H 14.612 -12.108 -12.664
H 12.662 -11.218 -10.888
H 11.653 -11.257 -12.347
H 11.085 -13.014 -10.010
H 9.591 -12.918 -12.701
H 9.081 -13.601 -11.227
H 10.487 -14.270 -11.918
H 8.901 -11.756 -10.791
H 9.960 -10.519 -11.000
C -0.612 -13.662 -10.377
O 0.653 -13.074 -10.397
C 1.684 -13.516 -11.228
C 3.169 -13.266 -10.688
C 3.374 -11.790 -10.416
N 4.247 -13.616 -11.633
H -0.940 -14.275 -11.215
H -1.339 -12.865 -10.220
H -0.621 -14.339 -9.523
H 1.512 -14.567 -11.460
H 1.659 -13.115 -12.241
H 3.351 -13.659 -9.688
H 2.596 -11.496 -9.712
H 3.071 -11.127 -11.227
H 4.383 -11.489 -10.136
H 4.241 -13.296 -12.591
H 4.039 -14.592 -11.789
C 13.911 -5.165 -9.458
O 12.934 -4.155 -9.832
C 13.399 -2.844 -9.516
C 12.314 -1.799 -9.159
C 11.565 -1.085 -10.195
N 12.990 -0.744 -8.357
H 14.034 -5.322 -8.386
H 14.904 -4.895 -9.816
H 13.539 -6.150 -9.741
H 14.163 -2.796 -8.739
H 13.980 -2.585 -10.401
H 11.627 -2.291 -8.469
H 10.877 -0.373 -9.739
H 11.111 -1.732 -10.945
H 12.147 -0.384 -10.794
H 13.299 -1.234 -7.530
H 12.162 -0.327 -7.957
N 7.225 -16.027 -7.818
C 7.330 -15.638 -6.573
N 7.665 -14.443 -6.418
O 7.208 -16.386 -5.605
H 6.938 -16.991 -7.907
H 7.747 -15.414 -8.428
H 7.535 -13.916 -7.269
H 7.751 -13.955 -5.537
N 9.832 -7.455 -7.248
C 8.697 -7.569 -6.572
N 7.982 -8.510 -7.008
O 8.439 -6.975 -5.544
H 10.522 -6.815 -6.882
H 9.816 -8.011 -8.091
H 7.273 -8.815 -6.357
H 8.348 -9.216 -7.630
N 9.278 -4.862 -11.096
C 8.557 -5.899 -11.364
N 7.377 -5.589 -11.652
O 9.011 -6.982 -11.358
H 10.172 -5.174 -10.743
H 8.923 -3.929 -10.946
H 6.662 -6.301 -11.628
H 7.216 -4.602 -11.795
N 13.337 -21.175 -14.288
C 13.512 -20.112 -15.083
N 14.013 -19.153 -14.398
O 13.215 -20.052 -16.198
H 13.267 -21.063 -13.287
H 12.909 -21.984 -14.714
H 14.347 -19.091 -13.447
H 14.235 -18.408 -15.044
N 14.395 -8.148 -16.410
C 15.536 -8.502 -15.884
N 16.117 -9.524 -16.486
O 16.067 -7.908 -14.986
H 13.808 -8.690 -17.028
H 13.890 -7.403 -15.950
H 15.764 -9.742 -17.407
H 16.864 -9.979 -15.981
N 15.432 -15.927 -9.740
C 16.591 -15.537 -9.301
N 16.370 -14.286 -9.081
O 17.544 -16.205 -9.067
H 15.379 -16.881 -10.067
H 14.810 -15.192 -10.043
H 17.233 -13.793 -8.900
H 15.486 -13.851 -9.307
```

Mulliken population analysis, charges in e, atoms 1 to 99: -0.854 -0.373 -0.936 0.679 -1.352 -0.801 0.282 0.308 0.367 0.417 0.420 0.327 0.322 0.334 0.299 0.284 0.277 -0.759 -0.278 -0.672 0.517 -1.397 -0.664 0.297 0.320 0.255 0.319 0.322 0.215 0.436 0.330 0.273 0.247 0.241 -0.803 -0.330 -0.738 0.342 -1.174 -0.755 0.364 0.244 0.306 0.317 0.432 0.340 0.322 0.299 0.267 0.278 0.288 -0.818 -0.246 -0.907 0.626 -1.627 -0.502 0.343 0.261 0.320 0.341 0.466 0.160 0.396 0.414 0.330 0.203 0.229 -0.750 -0.321 -0.586 0.450 -1.531 -0.628 0.337 0.244 0.284 0.401 0.304 0.317 0.396 0.324 0.346 0.144 0.267 -0.819 -0.246 -0.814 0.642 -1.520 -0.798 0.343 0.344 0.239 0.409 0.339 0.230 0.364 0.327

(4)
Formula: C4H8O2
Source: OMol25
Level of theory: the ωB97M-V functional and the def2-TZVPD basis

Orbital gap = 10.81 eV
E = -8371.425 eV
Charge = 0
LUMO energy = 0.931 eV

The geometry in XYZ format:
```
14
C4H8O2 (the ωB97M-V functional and the def2-TZVPD basis)
C -1.146 0.804 -0.992
C -0.134 0.781 0.137
O -0.627 0.166 1.342
C 0.462 -0.762 1.374
C 1.021 -0.249 0.039
O 1.031 -1.145 -1.040
H -1.547 -0.197 -1.190
H -1.984 1.452 -0.722
H -0.698 1.180 -1.919
H 0.204 1.793 0.388
H 0.110 -1.799 1.342
H 1.111 -0.619 2.247
H 2.025 0.177 0.078
H 0.171 -1.584 -1.083
```

List of Mulliken charges in e, atom by atom: -1.320 0.393 -0.424 -0.386 -0.171 -0.558 0.297 0.354 0.318 0.302 0.231 0.241 0.378 0.344

(5)
Formula: C7H16N3
Source: OMol25
Level of theory: the ωB97M-V functional and the def2-TZVPD basis

Orbital gap (alpha / beta) = 5.89 / 5.57 eV
E = -11976.574 eV
Charge = +1
LUMO energy (alpha / beta) = -6.830 / -7.058 eV

The geometry in XYZ format:
```
26
C7H16N3 (the ωB97M-V functional and the def2-TZVPD basis)
C 0.925 1.351 -0.035
C 1.902 -0.856 0.050
C 1.738 2.568 -0.472
C 2.216 -1.840 1.138
C 1.885 -1.350 -1.402
C -2.313 -1.107 0.772
C -3.350 0.934 0.341
N 1.485 0.291 0.452
N -0.352 1.333 -0.053
N -2.590 -0.069 -0.089
H 0.992 3.119 -1.037
H 2.599 2.314 -1.241
H 2.077 3.111 0.413
H 2.226 -2.858 0.852
H 1.426 -1.844 1.742
H 3.091 -1.535 1.681
H 1.867 -0.428 -1.860
H 1.057 -2.128 -1.538
H 2.852 -1.855 -1.490
H -1.206 -1.010 1.037
H -2.890 -0.951 1.695
H -2.527 -2.115 0.399
H -2.571 1.842 0.416
H -3.963 1.495 -0.442
H -3.857 0.762 1.224
H -0.862 2.162 -0.330
```

List of Mulliken charges in e, atom by atom: 0.247 0.662 -0.961 -1.343 -1.057 -0.583 -0.550 -0.281 -0.445 0.065 0.371 0.280 0.281 0.426 0.449 0.328 0.369 0.291 0.344 0.213 0.355 0.307 0.278 0.348 0.365 0.243